Record 1
64
Properties=species:S:1:pos:R:3:lowdin_charge:R:1 method="wB97M-V/def2-TZVPD" mol_weight_g_mol=656.521 e_lumo_ev=-8.8 homo_lumo_gap_ev=5.496 total_charge=+2 fmax_ev_per_a=1.743
Mo -0.539 0.619 0.575 0.934
C 2.167 -2.675 4.115 -0.017
C 2.653 -1.649 5.110 -0.214
C 3.749 -1.932 5.924 -0.019
C 4.185 -1.042 6.893 -0.039
C 3.530 0.169 7.080 -0.048
C 2.451 0.488 6.275 -0.008
C 2.034 -0.411 5.300 -0.203
N 0.887 -0.042 4.492 0.184
C 0.948 0.155 3.188 -0.324
N 2.127 0.199 2.583 0.193
C 2.400 0.076 1.199 -0.182
C 1.404 0.098 0.219 -0.266
C 1.738 -0.118 -1.126 -0.107
C 3.052 -0.361 -1.466 -0.034
C 4.034 -0.340 -0.481 0.015
C 3.737 -0.124 0.858 -0.186
C 4.818 -0.118 1.913 -0.011
N -0.178 0.298 2.444 -0.127
C -1.504 0.020 2.948 -0.306
C -2.012 -1.281 2.801 -0.027
C -3.269 -1.582 3.279 -0.036
C -4.003 -0.585 3.917 -0.016
C -3.488 0.698 4.072 -0.008
C -2.229 1.041 3.594 -0.219
C -1.666 2.418 3.837 -0.017
H 2.363 -3.678 4.487 0.095
H 2.675 -2.590 3.150 0.081
H 1.093 -2.598 3.936 0.074
H 4.249 -2.888 5.811 0.128
H 5.031 -1.301 7.518 0.122
H 3.858 0.861 7.844 0.120
H 1.932 1.434 6.392 0.122
H -0.012 0.064 4.942 0.167
H 2.921 0.105 3.204 0.130
H 0.987 -0.079 -1.901 0.093
H 3.318 -0.538 -2.500 0.128
H 5.070 -0.496 -0.761 0.134
H 5.801 -0.149 1.451 0.096
H 4.748 -0.990 2.574 0.091
H 4.784 0.785 2.531 0.100
H -1.414 -2.031 2.298 0.124
H -3.675 -2.578 3.157 0.129
H -4.990 -0.811 4.303 0.131
H -4.076 1.453 4.580 0.134
H -2.465 3.118 4.072 0.099
H -1.117 2.803 2.985 0.026
H -0.980 2.414 4.689 0.094
O -8.755 -0.222 -1.238 0.151
C -7.913 0.425 -0.417 -0.471
O -8.323 1.174 0.419 0.152
C -6.434 0.182 -0.584 -0.104
C -5.633 0.494 0.511 0.016
C -4.265 0.332 0.445 -0.088
C -3.697 -0.130 -0.744 -0.572
S -1.934 -0.349 -0.894 0.674
C -4.473 -0.430 -1.850 -0.082
C -5.850 -0.271 -1.757 0.008
H -8.301 -0.856 -1.806 0.107
H -6.109 0.878 1.405 0.132
H -3.654 0.570 1.303 0.068
H -4.022 -0.772 -2.774 0.119
H -6.448 -0.480 -2.637 0.130
Se -0.503 2.794 0.075 0.427

---

Record 2
61
Properties=species:S:1:pos:R:3:lowdin_charge:R:1 method="wB97M-V/def2-TZVPD" mol_weight_g_mol=482.589 e_above_lowest_ev=0.187 e_lumo_ev=-0.2 homo_lumo_gap_ev=6.636 fmax_ev_per_a=2.420
C -2.759 1.804 -1.857 -0.280
S -1.537 2.290 -3.104 1.015
C -1.652 4.079 -2.778 -0.250
C -0.055 1.779 -2.438 -0.424
C 0.781 0.917 -3.179 -0.330
C 2.197 0.952 -3.004 -0.029
C 2.998 0.027 -3.643 -0.036
C 2.410 -0.995 -4.403 -0.266
C 3.206 -2.046 -4.943 -0.210
N 3.826 -2.926 -5.401 0.125
C 1.030 -0.984 -4.673 -0.039
C 0.227 -0.013 -4.102 -0.068
H -2.812 0.724 -1.963 0.009
H -2.479 2.089 -0.839 0.070
H -3.713 2.236 -2.163 0.053
H -1.353 4.587 -3.696 0.051
H -2.709 4.263 -2.586 0.043
H -1.004 4.343 -1.933 0.066
H 0.282 2.293 -1.542 0.075
H 2.587 1.744 -2.372 0.113
H 4.081 0.091 -3.557 0.119
H 0.595 -1.728 -5.345 0.119
H -0.836 0.033 -4.342 0.088
C -2.445 1.945 4.456 -0.085
C -2.021 0.614 4.494 -0.081
C -0.932 0.197 3.727 -0.072
C -0.270 1.121 2.912 -0.277
P 1.032 0.587 1.779 0.643
C 2.071 -0.404 2.866 -0.282
C 2.195 -1.791 2.721 -0.080
C 2.936 -2.526 3.656 -0.080
C 3.559 -1.876 4.731 -0.083
C 3.436 -0.488 4.873 -0.079
C 2.704 0.247 3.935 -0.074
N 0.312 -0.534 0.771 -0.004
C -0.523 -0.333 -0.183 -0.125
C -1.173 -1.481 -0.822 -0.193
C -2.557 -1.514 -1.078 -0.052
C -3.133 -2.668 -1.612 -0.079
C -2.372 -3.834 -1.754 -0.079
C -1.012 -3.839 -1.409 -0.065
C -0.408 -2.658 -0.974 -0.022
O 1.714 1.710 1.073 -0.330
C -0.654 2.465 2.910 -0.077
C -1.739 2.876 3.686 -0.085
H -3.321 2.255 5.028 0.103
H -2.534 -0.119 5.119 0.105
H -0.599 -0.838 3.776 0.111
H 1.696 -2.299 1.896 0.089
H 3.028 -3.608 3.528 0.104
H 4.136 -2.452 5.460 0.104
H 3.916 0.028 5.707 0.104
H 2.603 1.326 4.048 0.114
H -0.816 0.679 -0.513 0.080
H -3.194 -0.675 -0.783 0.101
H -4.187 -2.660 -1.899 0.105
H -2.857 -4.750 -2.081 0.102
H -0.417 -4.750 -1.485 0.107
H 0.642 -2.626 -0.687 0.112
H -0.097 3.187 2.312 0.105
H -2.030 3.924 3.684 0.101

---

Record 3
74
Properties=species:S:1:pos:R:3:lowdin_charge:R:1 method="wB97M-V/def2-TZVPD" mol_weight_g_mol=683.701 e_lumo_ev=-5.1 homo_lumo_gap_ev=6.215 total_charge=+1 fmax_ev_per_a=0.388
C -3.708 2.397 4.382 -0.113
S -2.312 2.194 3.326 0.649
O -1.848 3.462 2.847 -0.263
O -2.550 1.075 2.481 -0.286
C -1.005 1.738 4.533 -0.204
N -0.795 2.689 5.447 0.066
N 0.050 2.659 6.449 0.140
C 0.765 1.557 6.546 -0.031
C 0.666 0.502 5.625 0.016
C -0.225 0.581 4.567 -0.501
S -0.201 -0.680 3.335 0.911
H -3.897 1.450 4.894 0.082
H -3.560 3.203 5.100 0.076
H -4.534 2.624 3.702 0.097
H -1.291 3.576 5.368 0.177
H 1.461 1.526 7.378 0.139
H 1.302 -0.373 5.721 0.134
H -1.275 -1.364 3.784 -0.115
C 2.750 -3.523 -0.967 -0.062
C 3.985 -4.048 -0.606 -0.052
C 4.588 -3.663 0.582 0.006
C 3.930 -2.746 1.379 -0.147
C 2.708 -2.203 1.037 -0.018
C 2.111 -2.600 -0.148 -0.063
N 4.542 -2.325 2.654 -0.350
O 5.624 -2.783 2.943 0.095
O 3.916 -1.540 3.349 0.041
H 2.291 -3.825 -1.899 0.111
H 4.483 -4.756 -1.253 0.113
H 5.547 -4.057 0.883 0.123
H 2.249 -1.489 1.701 0.076
H 1.155 -2.183 -0.437 0.107
C -6.814 -4.840 3.164 -0.052
C -7.141 -3.974 4.200 -0.052
C -6.168 -3.165 4.761 0.003
C -4.880 -3.246 4.260 -0.149
C -4.527 -4.103 3.231 0.005
C -5.513 -4.906 2.683 -0.052
N -3.850 -2.387 4.849 -0.326
O -4.155 -1.645 5.757 0.083
O -2.716 -2.455 4.389 0.008
H -7.579 -5.470 2.731 0.114
H -8.154 -3.930 4.574 0.114
H -6.397 -2.489 5.571 0.120
H -3.510 -4.141 2.874 0.121
H -5.264 -5.585 1.880 0.114
C 1.728 3.119 -1.966 -0.071
C 1.029 2.273 -2.818 -0.081
C 1.664 1.179 -3.382 -0.019
C 2.994 0.958 -3.077 -0.160
C 3.711 1.785 -2.235 -0.001
C 3.062 2.876 -1.676 -0.061
N 3.675 -0.200 -3.686 -0.349
O 3.028 -0.903 -4.438 0.066
O 4.838 -0.389 -3.395 0.079
H 1.232 3.982 -1.540 0.108
H -0.006 2.475 -3.058 0.109
H 1.149 0.516 -4.062 0.120
H 4.752 1.581 -2.033 0.120
H 3.609 3.544 -1.024 0.107
C 0.255 2.505 -9.629 -0.068
C 1.451 1.966 -9.174 -0.060
C 1.966 2.348 -7.946 0.001
C 1.258 3.271 -7.197 -0.147
C 0.065 3.823 -7.626 -0.004
C -0.435 3.432 -8.858 -0.064
N 1.796 3.676 -5.886 -0.341
O 2.860 3.202 -5.543 0.078
O 1.140 4.453 -5.218 0.069
H -0.141 2.203 -10.589 0.109
H 1.987 1.245 -9.777 0.110
H 2.894 1.944 -7.572 0.120
H -0.451 4.544 -7.010 0.118
H -1.364 3.854 -9.216 0.109

---

Record 4
69
Properties=species:S:1:pos:R:3:lowdin_charge:R:1 method="wB97M-V/def2-TZVPD" multiplicity=2 mol_weight_g_mol=695.802 s_squared=0.774 e_above_lowest_ev=0.059 e_lumo_ev="-1.6 / -1.4" homo_lumo_gap_ev="6.484 / 6.761" fmax_ev_per_a=0.671
Tc 0.567 2.051 -0.290 1.061
S 1.482 3.860 0.670 0.698
C 1.388 5.119 -0.526 -0.689
C 1.865 6.414 -0.154 -0.270
N 2.258 7.452 0.145 0.174
C 0.895 4.859 -1.764 -0.687
S 0.364 3.269 -2.212 0.700
C 0.836 5.869 -2.777 -0.266
N 0.779 6.658 -3.611 0.176
C -0.741 -3.808 3.981 -0.077
O -1.261 -4.528 2.878 -0.075
C -2.243 -3.940 2.151 -0.280
C -2.789 -2.692 2.437 -0.004
C -3.769 -2.160 1.609 -0.015
C -4.215 -2.871 0.504 -0.286
C -3.719 -4.151 0.270 -0.031
C -2.723 -4.674 1.067 0.006
N -5.248 -2.425 -0.390 0.077
N -5.275 -1.280 -0.863 0.082
C -4.221 -0.337 -0.597 -0.243
C -4.543 0.847 0.009 -0.021
C -3.559 1.785 0.378 0.021
C -2.243 1.540 0.072 -0.327
O -1.227 2.307 0.446 -0.277
C -1.919 0.375 -0.664 -0.146
N -0.600 0.255 -0.974 0.027
C -0.205 -0.831 -1.593 -0.105
C -1.098 -1.840 -1.996 -0.014
C -2.431 -1.715 -1.721 0.019
C -2.883 -0.584 -1.004 -0.095
H 0.030 -4.438 4.415 0.094
H -1.513 -3.614 4.729 0.097
H -0.297 -2.861 3.660 0.088
H -2.464 -2.124 3.296 0.101
H -4.181 -1.188 1.840 0.117
H -4.121 -4.723 -0.558 0.118
H -2.311 -5.657 0.881 0.122
H -5.581 1.032 0.259 0.121
H -3.827 2.685 0.915 0.123
H 0.854 -0.918 -1.794 0.079
H -0.715 -2.700 -2.527 0.113
H -3.134 -2.469 -2.047 0.118
C 0.375 1.060 3.345 -0.013
C 1.536 0.587 2.527 -0.314
C 2.608 -0.116 3.051 -0.036
C 3.643 -0.496 2.199 -0.051
C 3.606 -0.200 0.850 -0.013
C 2.481 0.477 0.370 -0.423
N 1.499 0.845 1.219 -0.014
N 2.168 0.946 -0.880 -0.212
Si 3.045 0.688 -2.386 0.388
C 3.676 -1.080 -2.477 -0.166
C 1.953 0.900 -3.885 -0.201
C 4.459 1.902 -2.435 -0.159
H -0.444 0.339 3.281 0.081
H 0.002 2.010 2.962 0.068
H 0.652 1.173 4.391 0.084
H 2.643 -0.339 4.107 0.110
H 4.500 -1.019 2.602 0.112
H 4.424 -0.454 0.196 0.092
H 2.879 -1.768 -2.768 0.028
H 4.135 -1.471 -1.571 0.011
H 4.430 -1.118 -3.269 0.040
H 0.926 0.561 -3.732 0.017
H 2.383 0.301 -4.692 0.039
H 1.910 1.936 -4.217 0.008
H 5.195 1.695 -1.655 0.031
H 4.086 2.917 -2.282 0.032
H 4.972 1.873 -3.399 0.037

---

Record 5
69
Properties=species:S:1:pos:R:3:lowdin_charge:R:1 method="wB97M-V/def2-TZVPD" multiplicity=4 mol_weight_g_mol=844.639 s_squared=3.786 e_above_lowest_ev=0.041 e_lumo_ev="-4.3 / -4.9" homo_lumo_gap_ev="5.779 / 5.214" total_charge=+1 fmax_ev_per_a=1.631
Tc 0.111 -0.467 -0.243 0.775
Br 6.373 -4.569 1.259 0.801
C 4.921 -3.382 1.307 -0.695
C 5.112 -2.091 1.776 -0.110
C 4.045 -1.207 1.782 -0.043
C 2.798 -1.622 1.332 -0.256
C 2.614 -2.909 0.860 -0.034
C 3.680 -3.797 0.853 -0.091
N 1.696 -0.680 1.286 -0.011
C 1.578 0.141 2.248 -0.069
C 0.591 1.234 2.168 -0.266
C 0.437 2.146 3.183 0.016
C -0.489 3.172 3.021 -0.012
C -1.204 3.241 1.844 -0.009
C -0.999 2.278 0.862 -0.125
N -0.121 1.285 1.025 -0.060
H 6.089 -1.769 2.106 0.112
H 4.211 -0.179 2.089 0.118
H 1.646 -3.223 0.488 0.042
H 3.544 -4.803 0.481 0.114
H 2.219 0.072 3.125 0.146
H 1.034 2.056 4.082 0.130
H -0.639 3.904 3.804 0.126
H -1.926 4.027 1.668 0.125
H -1.547 2.293 -0.072 0.064
S -3.103 -3.240 -1.234 0.036
As -1.875 -1.985 -2.332 -0.419
S -1.805 0.090 -1.390 0.180
S 0.267 -2.330 -1.576 0.166
S -1.907 -1.864 -4.373 0.062
C -2.616 -4.473 2.596 0.016
N -2.161 -3.118 2.275 -0.106
C -2.647 -1.940 2.794 -0.031
C -2.000 -0.945 2.143 -0.118
N -1.136 -1.505 1.212 -0.115
C -1.268 -2.817 1.328 -0.248
H -3.432 -4.400 3.307 0.096
H -1.808 -5.052 3.035 0.097
H -2.973 -4.950 1.685 0.091
H -3.414 -1.918 3.549 0.130
H -2.147 0.117 2.237 0.099
H -0.778 -3.558 0.721 0.091
C 2.541 2.036 -0.651 -0.246
P 1.745 0.734 -1.641 0.914
C 3.149 -0.281 -2.200 -0.354
C 3.018 -1.089 -3.329 -0.102
C 4.064 -1.909 -3.721 -0.055
C 5.245 -1.939 -2.987 -0.061
C 5.383 -1.139 -1.863 -0.071
C 4.337 -0.312 -1.471 -0.104
C 1.132 1.577 -3.112 -0.366
C 1.608 2.844 -3.452 -0.084
C 1.184 3.449 -4.626 -0.069
C 0.300 2.788 -5.470 -0.059
C -0.164 1.522 -5.139 -0.054
C 0.248 0.919 -3.961 -0.158
H 3.420 2.429 -1.157 0.061
H 2.849 1.637 0.316 0.025
H 1.829 2.845 -0.483 0.053
H 2.105 -1.079 -3.913 0.097
H 3.955 -2.526 -4.604 0.115
H 6.059 -2.583 -3.295 0.112
H 6.306 -1.146 -1.295 0.111
H 4.471 0.316 -0.600 0.087
H 2.304 3.373 -2.814 0.093
H 1.547 4.437 -4.882 0.109
H -0.026 3.263 -6.387 0.112
H -0.852 0.992 -5.785 0.106
H -0.129 -0.067 -3.731 -0.023

---

Record 6
69
Properties=species:S:1:pos:R:3:lowdin_charge:R:1 method="wB97M-V/def2-TZVPD" multiplicity=4 mol_weight_g_mol=627.668 s_squared=3.763 e_above_lowest_ev=0.347 e_lumo_ev="4.7 / 4.7" homo_lumo_gap_ev="4.961 / 5.300" total_charge=-2 fmax_ev_per_a=2.625
Co -0.669 -2.016 -1.206 0.517
O 3.298 1.511 0.321 0.036
C 2.919 1.251 1.602 -0.257
C 3.799 1.680 2.615 -0.050
C 3.479 1.460 3.941 -0.151
C 2.305 0.818 4.302 -0.113
C 1.445 0.372 3.266 -0.052
C 1.664 0.650 1.935 -0.086
C 0.773 0.065 0.827 -0.403
O 0.747 1.051 -0.267 -0.190
N -0.543 -0.113 1.287 -0.003
N -1.306 -1.033 0.589 -0.052
C -2.515 -1.166 1.111 -0.126
C -3.603 -1.962 0.557 -0.167
C -4.884 -1.676 1.092 -0.107
C -5.965 -2.434 0.826 -0.162
C -5.817 -3.496 -0.095 -0.138
C -4.573 -3.869 -0.573 -0.042
C -3.444 -3.031 -0.330 -0.378
O -2.269 -3.260 -0.898 -0.207
H 2.544 1.313 -0.259 0.064
H 4.776 2.118 2.255 0.122
H 4.245 1.755 4.732 0.104
H 1.968 0.736 5.331 0.083
H 0.537 -0.037 3.601 0.089
H -2.784 -0.557 1.970 0.097
H -4.897 -0.881 1.817 0.088
H -6.912 -2.134 1.316 0.085
H -6.585 -4.194 -0.295 0.060
H -4.327 -4.622 -1.329 0.102
N 1.877 -0.417 -4.362 -0.017
C 1.080 -0.858 -3.233 -0.891
S -0.645 -1.302 -3.479 0.463
N 1.772 -0.974 -2.172 -0.033
N 1.102 -1.511 -1.098 -0.226
C 1.589 -1.225 0.159 -0.243
C 1.457 -2.372 1.114 -0.210
C 2.262 -2.553 2.233 -0.005
C 2.053 -3.677 3.017 -0.082
C 1.036 -4.557 2.710 -0.085
C 0.234 -4.241 1.637 -0.129
N 0.448 -3.183 0.901 0.116
H 1.371 0.163 -5.026 0.034
H 2.732 0.107 -4.080 0.059
H 2.605 -0.782 0.149 0.136
H 2.996 -1.907 2.582 0.087
H 2.705 -3.892 3.820 0.082
H 0.840 -5.440 3.291 0.083
H -0.589 -4.813 1.270 0.103
C -2.118 1.825 -0.856 -0.148
Si -0.367 2.198 -0.526 0.396
C -0.125 3.603 0.671 -0.144
C 0.232 2.935 -2.139 -0.179
C 1.364 2.439 -2.848 -0.080
C 1.934 3.043 -3.958 -0.112
C 1.393 4.264 -4.340 -0.122
C 0.146 4.713 -3.820 -0.108
C -0.405 4.074 -2.708 -0.099
H -2.570 2.745 -1.154 0.010
H -2.614 1.263 -0.022 0.042
H -2.165 1.242 -1.764 0.025
H -0.680 4.502 0.366 0.022
H 0.915 3.855 0.425 0.031
H -0.218 3.333 1.740 0.039
H 1.840 1.537 -2.427 0.078
H 2.791 2.638 -4.483 0.091
H 1.843 4.794 -5.203 0.089
H -0.302 5.600 -4.244 0.077
H -1.227 4.534 -2.186 0.083

---

Record 7
68
Properties=species:S:1:pos:R:3:lowdin_charge:R:1 method="wB97M-V/def2-TZVPD" mol_weight_g_mol=570.662 e_above_lowest_ev=0.000 e_lumo_ev=3.9 homo_lumo_gap_ev=6.892 total_charge=-2 fmax_ev_per_a=0.625
K 0.540 -1.604 -0.475 0.809
O 2.566 0.506 5.347 0.026
C 1.761 0.337 4.237 -0.303
C 1.187 -0.879 3.932 0.028
C 0.398 -0.968 2.788 -0.193
N 0.202 0.045 1.948 0.150
C 0.738 1.227 2.275 -0.160
C 1.515 1.419 3.416 0.040
C 0.531 2.456 1.358 -0.659
O 0.565 3.565 1.936 -0.062
O 0.394 2.223 0.143 -0.055
C -0.283 -2.335 2.515 -0.667
O -0.253 -3.149 3.456 -0.046
O -0.787 -2.474 1.381 -0.173
H 2.618 -0.346 5.793 0.089
H 1.284 -1.770 4.538 0.109
H 1.890 2.411 3.621 0.115
C -1.804 2.728 -2.259 -0.047
C -2.035 1.256 -2.045 -0.176
C -1.655 0.313 -2.996 -0.193
C -0.934 0.752 -4.241 -0.069
C -1.871 -1.050 -2.757 -0.205
C -1.433 -2.068 -3.774 -0.049
C -2.449 -1.459 -1.551 -0.216
C -2.613 -2.923 -1.233 -0.056
C -2.824 -0.505 -0.591 -0.175
C -3.462 -0.969 0.690 -0.040
C -2.588 0.848 -0.825 -0.169
C -2.848 1.889 0.228 -0.043
H -0.922 3.056 -1.704 0.072
H -2.642 3.309 -1.870 0.072
H -1.693 2.987 -3.310 0.062
H -0.369 1.667 -4.073 0.056
H -1.620 0.935 -5.077 0.082
H -0.210 0.008 -4.571 0.062
H -0.421 -2.430 -3.571 0.086
H -1.442 -1.660 -4.783 0.064
H -2.089 -2.938 -3.783 0.068
H -1.936 -3.541 -1.819 0.071
H -3.631 -3.273 -1.443 0.084
H -2.387 -3.122 -0.188 0.059
H -2.692 -1.267 1.401 0.075
H -4.094 -1.841 0.522 0.072
H -4.086 -0.200 1.139 0.065
H -2.935 1.453 1.218 0.069
H -3.764 2.457 0.027 0.081
H -2.013 2.584 0.270 0.065
N 8.781 -1.404 -6.928 0.123
C 7.857 -1.097 -6.311 -0.209
C 6.711 -0.693 -5.555 -0.255
C 6.312 0.647 -5.595 -0.039
C 5.206 1.045 -4.877 -0.008
C 4.494 0.120 -4.100 -0.168
C 4.900 -1.220 -4.060 0.023
C 6.000 -1.621 -4.789 -0.023
N 3.386 0.523 -3.373 -0.025
C 3.049 1.809 -2.969 -0.058
C 1.904 1.693 -2.253 -0.117
N 1.499 0.379 -2.231 0.061
C 2.399 -0.301 -2.882 -0.144
H 6.856 1.365 -6.192 0.113
H 4.869 2.070 -4.921 0.103
H 4.359 -1.931 -3.450 0.117
H 6.311 -2.655 -4.756 0.118
H 3.686 2.653 -3.160 0.098
H 1.358 2.433 -1.695 0.078
H 2.356 -1.395 -2.915 0.068
F 1.940 -2.815 -1.994 -0.734